No. 1
The following is a DFT calculation (ωB97M-V/def2-TZVPD) of one molecule with the formula C5H6O2 in a non-equilibrium geometry.

As for the spin multiplicity: 1. The total charge is 0. Its SMILES is C1=C[C@H]2OC[C@@H]2O1. As for the energy above the lowest of the compared OMol25 structures with the same formula, charge and spin: 111.9 kcal/mol. For the electronic energy, the calculation gives -9372.24354 eV.

Each line ends with the natural charge from an NBO analysis.
CARTESIAN COORDINATES (ANGSTROEM)
O -1.161 1.032 0.287  -0.49
H 0.831 0.929 1.034  0.18
H 0.674 -1.142 2.449  0.20
H -0.658 -1.673 1.502  0.18
H 0.380 0.580 -2.573  0.23
C 0.232 -0.985 1.494  -0.09
C -0.729 1.300 -1.066  0.16
H -1.471 1.948 -1.615  0.22
C 0.529 -0.458 -0.471  0.07
H -0.251 -1.223 -0.839  0.15
C -0.029 0.289 0.798  0.03
O 1.269 -1.294 0.501  -0.51
C 0.385 0.698 -1.501  -0.34

No. 2
The following is a DFT calculation (ωB97M-V/def2-TZVPD) of one molecule with the formula C5H6O2 in a non-equilibrium geometry.

As for the spin multiplicity: 1. The total charge is 0. Its SMILES is C#C[C@@H](C)OC=O. As for the energy above the lowest of the compared OMol25 structures with the same formula, charge and spin: 79.6 kcal/mol. For the electronic energy, the calculation gives -9373.64310 eV.

Each line ends with the natural charge from an NBO analysis.
CARTESIAN COORDINATES (ANGSTROEM)
H -1.221 -0.712 -1.320  0.23
H -0.315 0.362 -2.405  0.23
O -0.907 0.893 1.049  -0.52
C 0.997 -0.411 0.140  -0.14
H 0.297 -0.588 1.618  0.10
O -1.040 -0.171 3.120  -0.55
C -0.811 0.296 -1.422  -0.63
H 0.634 1.564 -0.374  0.23
H 2.804 -1.476 -0.698  0.24
C 1.952 -0.967 -0.339  -0.14
C 0.067 0.635 -0.227  0.06
C -0.588 0.028 2.025  0.66
H -1.612 1.030 -1.402  0.24